# C6H10N2

A single C6H10N2 molecule in a non-equilibrium geometry (ωB97M-V/def2-TZVPD, the OMol25 dataset).

```
18
Properties=species:S:1:pos:R:3:forces:R:3:lowdin_charge:R:1
C -1.116 1.728 0.882 -0.089 -0.213 0.010 -0.101
N -0.158 0.891 0.204 -0.530 -1.345 -1.053 -0.007
C -0.390 -0.340 -0.079 -0.039 1.157 1.154 -0.360
C -1.586 -1.115 0.391 -0.125 -0.033 -0.208 -0.029
C 0.697 -1.115 -0.771 0.217 0.499 -0.270 -0.169
C 1.781 -0.136 -1.206 0.081 1.259 2.324 -0.141
C 2.184 0.669 0.098 1.028 -1.703 -2.538 -0.254
N 2.912 1.012 0.921 -0.332 0.360 0.382 0.107
H -0.779 2.760 0.792 -0.074 -0.038 0.219 0.076
H -2.113 1.652 0.439 -0.074 -0.008 -0.011 0.076
H -1.201 1.445 1.935 0.034 0.147 0.045 0.089
H -1.607 -2.108 -0.055 -0.045 -0.012 -0.028 0.076
H -1.552 -1.241 1.475 -0.018 0.096 0.025 0.094
H -2.510 -0.597 0.135 -0.078 -0.011 0.070 0.078
H 1.109 -1.841 -0.061 -0.092 -0.094 -0.135 0.130
H 0.279 -1.653 -1.628 0.075 -0.032 0.103 0.122
H 2.687 -0.615 -1.580 -0.159 0.150 0.010 0.108
H 1.365 0.602 -1.894 0.219 -0.177 -0.099 0.106
```
Forces are in eV/Å.

* largest force on an atom: 0.0627 hartree/bohr
* gap between HOMO and LUMO: 10.0 eV
* M: 110.2 g mol⁻¹
* SMILES: C/N=C(\C)CCC#N
* charge: 0
* E_tot: -344.08885 Eh
* ΔE to the lowest compared entry with this formula, charge and spin: 30.0 kcal/mol

***

# C6H10N2

3 unconnected molecules or ions with the total composition C6H10N2 (ωB97M-V/def2-TZVPD, the OMol25 dataset).

```
18
Properties=species:S:1:pos:R:3:forces:R:3:lowdin_charge:R:1
C -0.685 0.500 -0.042 0.195 -0.039 0.169 -0.060
C 1.296 -1.765 -1.107 0.006 -0.126 0.012 -0.125
C 0.124 0.371 1.016 -0.429 0.109 -0.075 -0.239
C 1.120 -0.292 -1.096 0.314 -0.035 -0.460 -0.260
C -2.301 1.178 1.519 -0.628 0.021 0.287 -0.172
C 1.735 0.622 -1.820 -0.024 -0.031 0.033 -0.038
N 0.859 0.225 1.946 0.283 -0.095 0.070 0.232
N -3.235 0.405 1.855 0.315 0.009 -0.139 -0.014
H 0.566 0.429 2.897 -0.080 0.030 -0.048 0.106
H -3.077 -0.571 1.571 -0.004 0.125 0.024 0.023
H -1.320 -0.324 -0.329 0.042 0.001 0.027 0.100
H -0.704 1.426 -0.594 0.033 -0.006 0.026 0.099
H -2.415 2.244 1.787 0.079 -0.036 -0.044 0.036
H 1.661 -2.124 -0.140 -0.023 0.033 -0.046 0.071
H 0.348 -2.279 -1.299 0.051 0.041 0.010 0.070
H 2.011 -2.091 -1.876 -0.056 0.065 0.060 0.074
H 2.493 0.363 -2.565 -0.040 -0.023 0.081 0.054
H 1.528 1.685 -1.721 -0.034 -0.042 0.013 0.043
```
Forces are in eV/Å.

* largest force on an atom: 0.0134 hartree/bohr
* gap between HOMO and LUMO (spin up / spin down): 7.5 / 6.8 eV
* M: 110.2 g mol⁻¹
* charge: 0
* E_tot: -343.84830 Eh
* ΔE to the lowest compared entry with this formula, charge and spin: 181.0 kcal/mol

***

# C6H10N2

A single C6H10N2 molecule in a non-equilibrium geometry (ωB97M-V/def2-TZVPD, the OMol25 dataset).

```
18
Properties=species:S:1:pos:R:3:forces:R:3:lowdin_charge:R:1
C 1.874 0.197 -1.838 -1.054 -0.327 0.833 0.048
C 1.034 0.099 -0.775 2.232 -0.113 -0.689 -0.410
C 1.507 -0.011 0.668 0.372 0.787 -0.270 -0.143
C 0.532 -0.920 1.413 1.014 -1.071 -0.524 -0.208
N -0.777 -0.319 1.289 -0.785 -0.103 -0.071 0.032
C -1.117 0.184 0.043 1.081 -0.713 -1.144 -0.377
C -2.524 0.635 -0.152 0.584 -0.540 -1.619 -0.020
N -0.311 0.218 -0.994 -2.029 0.582 1.476 0.110
H 1.428 0.234 -2.813 -0.178 0.234 -0.286 0.043
H 2.944 0.220 -1.813 0.353 -0.186 0.437 0.040
H 1.469 1.028 1.095 0.188 -0.930 -0.112 0.133
H 2.548 -0.398 0.671 -0.668 0.292 0.245 0.120
H 0.672 -1.952 0.947 -0.787 1.019 0.294 0.140
H 0.816 -1.074 2.451 -0.166 0.354 0.189 0.109
H -1.541 -0.605 1.923 0.885 0.357 -0.752 0.150
H -3.119 -0.239 -0.403 -0.293 -0.070 0.072 0.085
H -2.581 1.331 -1.012 0.088 -0.356 0.654 0.096
H -2.864 1.066 0.738 -0.837 0.784 1.266 0.053
```
Forces are in eV/Å.

* largest force on an atom: 0.0501 hartree/bohr
* gap between HOMO and LUMO: 8.5 eV
* M: 110.2 g mol⁻¹
* SMILES: C=C1CCNC(C)=N1
* charge: 0
* E_tot: -344.10910 Eh
* ΔE to the lowest compared entry with this formula, charge and spin: 17.3 kcal/mol

***

# C6H10N2

2 unconnected molecules or ions with the total composition C6H10N2 in a non-equilibrium geometry (ωB97M-V/def2-TZVPD, the OMol25 dataset).

```
18
Properties=species:S:1:pos:R:3:forces:R:3:lowdin_charge:R:1
C -0.794 0.078 1.331 -0.803 -1.584 3.749 -0.138
C -0.187 -0.354 0.056 -2.182 2.461 -3.173 -0.489
C -1.543 -0.275 -0.851 -0.950 -1.152 -3.620 -0.105
C 0.870 -1.512 -0.111 -3.639 2.286 0.702 -0.005
C 2.032 -0.849 -0.105 -4.713 2.031 0.981 -0.106
C 0.696 1.007 -0.177 -0.277 1.823 0.990 -0.380
H -1.703 -0.532 1.574 0.766 0.192 -0.118 0.077
H -1.210 1.138 1.340 1.197 -1.286 0.181 0.105
H -0.026 -0.260 2.101 -1.035 1.482 -0.123 0.115
H -2.689 -0.694 -0.436 3.850 1.450 -0.690 0.110
H -1.440 -1.253 -2.038 -0.142 3.314 3.187 0.161
H -1.616 0.963 -1.210 -0.177 -4.039 0.634 0.103
H 0.386 -2.545 -0.216 1.847 1.529 0.067 0.137
H 2.775 -1.410 -0.330 6.021 -2.552 -1.025 0.041
H 2.625 1.213 -0.427 -0.223 -1.369 1.256 0.160
H -0.643 2.383 -0.383 2.801 0.174 0.114 0.063
N 2.003 0.582 0.156 0.301 -0.384 -2.770 0.065
N 0.465 2.322 -0.272 -2.642 -4.374 -0.340 0.086
```
Forces are in eV/Å.

* largest force on an atom: 0.1287 hartree/bohr
* gap between HOMO and LUMO: 9.7 eV
* M: 110.2 g mol⁻¹
* charge: 0
* E_tot: -343.91491 Eh
* ΔE to the lowest compared entry with this formula, charge and spin: 139.2 kcal/mol

***

# C6H10N2

A molecular structure, C6H10N2 in a non-equilibrium geometry (ωB97M-V/def2-TZVPD, the OMol25 dataset).

```
18
Properties=species:S:1:pos:R:3:forces:R:3:lowdin_charge:R:1
C 1.049 -1.438 -0.474 -2.701 1.449 1.860 -0.103
C -2.532 -0.493 -0.023 3.441 0.041 1.051 -0.068
C -0.445 -0.826 0.632 -2.512 0.417 -4.309 -0.096
C 0.706 -0.021 -0.046 0.900 -1.176 1.051 -0.495
C 1.734 0.565 0.953 -2.410 1.655 0.140 -0.026
C 0.570 0.941 -1.180 0.783 -1.978 -1.056 -0.055
N 0.078 -2.069 0.092 0.234 -0.044 0.371 0.090
N -2.851 0.689 0.100 2.301 -0.092 0.412 0.046
H 1.755 -1.784 -1.116 2.194 -1.369 -1.771 0.085
H -3.100 -1.409 -0.110 -0.261 -0.351 0.057 0.059
H -0.773 -0.696 1.603 -0.287 -0.025 2.112 0.067
H 1.907 1.600 0.574 0.471 -0.736 0.827 0.085
H 2.593 -0.024 1.008 1.601 -0.667 0.017 0.054
H 1.283 0.619 1.965 0.388 0.098 -0.458 0.088
H 0.022 1.765 -0.855 -0.890 1.668 0.095 0.063
H 0.128 0.415 -2.032 -0.348 0.483 -0.012 0.091
H 1.610 1.179 -1.465 -0.531 0.336 -0.053 0.095
H -3.737 0.985 0.373 -2.369 0.290 -0.335 0.020
```
Forces are in eV/Å.

* largest force on an atom: 0.0973 hartree/bohr
* gap between HOMO and LUMO: 8.7 eV
* M: 110.2 g mol⁻¹
* charge: 0
* E_tot: -343.93962 Eh
* ΔE to the lowest compared entry with this formula, charge and spin: 123.7 kcal/mol

***

# C6H10N2

A single C6H10N2 molecule in a non-equilibrium geometry (ωB97M-V/def2-TZVPD, the OMol25 dataset).

```
18
Properties=species:S:1:pos:R:3:forces:R:3:lowdin_charge:R:1
N -1.627 2.151 0.189 1.821 -0.775 -1.831 -0.046
C -0.120 2.062 0.573 -2.231 0.586 0.281 -0.212
C 0.051 0.616 1.089 -3.553 -1.268 -4.101 -0.162
C 0.400 -0.414 0.012 0.439 0.344 0.602 -0.302
C -0.201 -0.665 -1.254 0.341 -2.447 0.046 -0.001
C 0.363 -2.048 -1.590 -4.403 4.858 -2.152 -0.121
N 1.157 -2.411 -0.634 0.699 0.715 1.549 -0.009
C 1.233 -1.453 0.334 0.284 0.159 0.072 -0.106
H -2.335 2.415 0.854 0.466 -0.168 0.528 0.041
H -1.835 1.216 -0.241 -0.182 1.615 0.824 0.035
H 0.106 2.769 1.392 -0.349 -0.215 -0.322 0.092
H 0.491 2.460 -0.318 -0.823 -1.331 1.227 0.124
H -1.002 0.119 1.324 1.731 1.810 0.158 0.154
H 0.577 0.464 1.934 2.308 -0.212 2.682 0.054
H -1.062 0.014 -1.668 1.974 -1.949 0.284 0.115
H 0.010 -2.648 -2.415 0.512 -0.168 0.034 0.097
H 1.852 -3.087 -0.709 0.946 -1.550 -0.185 0.133
H 1.941 -1.559 1.130 0.021 -0.005 0.303 0.113
```
Forces are in eV/Å.

* largest force on an atom: 0.1342 hartree/bohr
* gap between HOMO and LUMO: 8.9 eV
* M: 110.2 g mol⁻¹
* SMILES: NCCc1cc[nH]c1
* charge: 0
* E_tot: -344.04696 Eh
* ΔE to the lowest compared entry with this formula, charge and spin: 56.3 kcal/mol